Density functional theory data (the ωB97M-V functional and the def2-TZVPD basis) for a molecular structure, C16H14BCl2N4O6Ti.

As for the energy above the lowest of the compared OMol25 structures with the same formula, charge and spin: 0.0 kJ/mol. The total charge is 0. Its maximum force is 0.583 eV/Å. The HOMO-LUMO gap (alpha / beta) comes out at 8.62 / 8.92 eV. Its spin multiplicity is 2. The LUMO energy (alpha / beta) is -0.00655 / 0.00374 Ha. For the HOMO energy (alpha / beta), the calculation gives -0.3234 / -0.3241 hartree.

Geometry as XYZ:
```
44
Properties=species:S:1:pos:R:3:forces:R:3:mulliken_charge:R:1
Ti -0.1933 -0.3083 0.3868 0.327 -0.223 -0.428 0.60
Cl 0.3352 1.4260 2.4292 -0.013 0.051 0.020 -0.13
Cl -0.8689 -0.2415 4.5057 0.025 0.010 0.027 -0.12
O -6.9907 1.4137 1.2528 -0.006 0.021 -0.007 -0.50
O 2.1679 -1.6056 3.1342 -0.053 -0.079 0.049 -0.57
O -6.5858 -0.4416 2.5639 0.014 -0.014 0.020 -0.50
O -1.1824 1.1042 -0.3506 0.063 -0.222 0.353 -0.39
O 0.3052 -1.4613 1.8775 -0.103 0.391 -0.292 -0.39
O -2.4340 2.9141 -0.6912 0.051 -0.013 0.025 -0.62
N 2.2547 -1.1045 -1.2351 0.114 0.006 -0.257 -0.41
N 0.1805 -2.6200 -1.5726 0.031 -0.084 -0.213 -0.53
N 1.6390 -0.1091 -0.5674 -0.130 -0.059 0.319 0.62
N -0.7095 -1.8592 -0.9085 -0.017 0.115 0.259 0.72
C 1.1177 -1.1091 2.8391 -0.016 0.043 0.159 0.30
C -3.3905 1.1448 0.5618 0.086 -0.007 0.034 0.43
C -0.4713 -3.5703 -2.2416 -0.046 0.099 -0.043 -0.16
C -3.1617 0.0336 1.3564 -0.036 -0.004 0.010 -0.34
C 2.4816 0.9363 -0.5274 0.029 -0.044 -0.123 -0.40
C -7.6065 0.4453 2.0988 -0.035 0.002 0.001 -0.25
C 3.4663 -0.6948 -1.6054 -0.083 0.068 -0.055 -0.20
C 3.6579 0.6132 -1.1795 0.024 0.041 0.048 -0.98
C -4.1789 -0.5855 2.0891 0.017 -0.037 0.010 -1.56
C -1.8351 -3.4298 -2.0219 -0.038 -0.007 0.015 -1.06
C -5.4298 -0.0384 1.9701 -0.007 0.047 -0.034 0.99
C -5.6695 1.0781 1.1795 0.014 -0.034 0.017 1.10
C -4.6773 1.6969 0.4718 -0.020 0.021 -0.006 -1.36
C 0.6177 0.1151 3.6359 0.016 -0.043 -0.110 0.18
C -2.2921 1.8197 -0.2115 -0.179 0.021 -0.118 0.10
C -1.9345 -2.3383 -1.1757 0.050 -0.022 -0.100 -0.34
B 1.7391 -2.5720 -1.4313 0.005 -0.062 0.200 0.30
H -4.8485 2.5735 -0.1361 0.001 0.000 0.000 0.53
H -8.0663 0.9457 2.9518 0.015 0.003 0.001 0.25
H 2.0732 -3.2405 -0.4855 -0.044 0.055 0.045 -0.14
H 4.1150 -1.3567 -2.1534 -0.012 -0.001 -0.010 0.43
H 2.1964 -2.9673 -2.4720 0.026 -0.037 0.040 -0.14
H 2.1805 1.8598 -0.0608 -0.003 0.000 0.013 0.43
H 1.3711 0.4736 4.3253 -0.005 -0.009 0.016 0.41
H -2.8082 -1.8558 -0.7669 0.003 -0.001 0.017 0.48
H 0.0747 -4.2846 -2.8339 0.009 0.011 -0.003 0.42
H 4.5219 1.2344 -1.3316 0.001 0.000 0.006 0.40
H -3.9869 -1.4439 2.7168 -0.004 0.003 -0.002 0.51
H -2.1682 -0.3892 1.4803 -0.082 0.000 0.099 1.24
H -2.6316 -4.0268 -2.4282 -0.001 0.000 0.004 0.39
H -8.3451 -0.1214 1.5288 0.015 -0.004 -0.008 0.26
```
Positions in Å, forces in eV/Å.

---

Density functional theory data (the ωB97M-V functional and the def2-TZVPD basis) for a molecular structure, C9H10AlN4O2S4Sb.

As for the energy above the lowest of the compared OMol25 structures with the same formula, charge and spin: 59.4 kJ/mol. The total charge is -1. Its maximum force is 0.837 eV/Å. The HOMO-LUMO gap (alpha / beta) comes out at 7.81 / 5.56 eV. Its spin multiplicity is 2. The LUMO energy (alpha / beta) is 0.09343 / 0.01068 Ha. For the HOMO energy (alpha / beta), the calculation gives -0.1936 / -0.1938 hartree.

Geometry as XYZ:
```
31
Properties=species:S:1:pos:R:3:forces:R:3:mulliken_charge:R:1
Sb 3.1217 0.6560 3.3519 0.708 -0.317 0.314 0.58
S -0.1413 -1.2217 -3.0442 -0.006 -0.062 0.043 -0.40
S 1.4081 -0.8440 2.8347 -0.317 0.025 -0.081 -0.52
S 3.1335 1.5131 1.1490 -0.049 0.118 -0.256 -0.52
S 5.1229 -0.4360 3.8083 -0.342 0.242 -0.011 -0.50
Al 1.1440 0.4190 0.8107 -0.191 -0.152 0.105 0.06
O 0.7328 -0.9213 -0.2915 0.136 0.167 -0.170 -0.17
O 1.1539 1.5145 -0.9155 -0.012 0.012 0.132 -0.08
N 0.1290 -2.0871 -0.5150 0.049 0.143 0.398 0.37
N -3.3251 4.2311 3.1883 -0.032 0.055 0.066 -0.54
N -2.5800 2.3549 1.7695 -0.271 -0.196 -0.195 -0.62
N -0.4158 1.3713 1.2938 -0.016 -0.119 -0.064 -0.42
C 0.0027 -2.9592 0.5220 0.043 0.140 -0.217 0.25
C 0.0580 2.0643 -1.6750 0.120 -0.262 -0.011 -0.33
C -1.4333 1.8782 1.5709 0.272 0.022 0.077 0.94
C -1.0725 -4.4921 -0.9291 0.003 -0.067 0.123 -0.03
C -2.9279 3.3557 2.5455 0.116 0.106 0.064 0.46
C -0.5932 -4.1680 0.3549 -0.024 -0.024 -0.034 -0.91
C -0.3097 -2.3262 -1.7927 -0.120 -0.187 -0.041 0.20
C -0.1233 3.5338 -1.3857 -0.011 0.110 -0.051 -1.08
C -0.9289 -3.6055 -1.9478 0.011 0.139 -0.221 -0.71
H 2.0115 1.8303 -1.2169 -0.036 0.069 -0.029 0.26
H -0.6799 -4.8387 1.1957 -0.003 -0.010 0.002 0.40
H -0.4412 3.7036 -0.3587 -0.002 -0.028 0.018 0.21
H 0.4224 -2.6043 1.4488 0.010 -0.033 0.042 0.03
H 0.2483 1.8550 -2.7274 -0.006 0.051 0.000 0.37
H -1.2878 -3.8312 -2.9415 0.008 0.018 0.007 0.39
H -0.8044 1.4689 -1.3867 -0.017 0.042 -0.022 0.31
H -1.5547 -5.4439 -1.1118 0.001 -0.013 0.026 0.36
H -0.8761 3.9451 -2.0601 -0.027 0.022 0.034 0.36
H 0.8066 4.0843 -1.5445 0.006 -0.012 -0.046 0.31
```
Positions in Å, forces in eV/Å.

---

Among the records above, which one has the highest total charge? C16H14BCl2N4O6Ti

---

What is the formula in the first record? C16H14BCl2N4O6Ti

---

Which formula does entry 1 have? C16H14BCl2N4O6Ti